1.
Computed, not measured: one molecule with the formula C5H12N2O in a non-equilibrium geometry, with ωB97M-V/def2-TZVPD.

```
20
Properties=species:S:1:pos:R:3:forces:R:3:mulliken_charge:R:1
O -0.2139 -0.5576 -3.6990 0.006 0.985 2.069 -0.49
C 0.2658 0.2661 -2.9211 0.264 -1.815 -3.960 -0.36
C 0.1878 0.4411 -1.4762 -2.201 0.682 2.449 0.58
C -0.9086 -0.2686 -0.5877 -1.912 -0.515 -0.293 -0.75
C -0.3641 -0.9074 0.6227 -0.489 -0.264 3.555 -0.57
C 0.4209 -0.6150 2.9274 -1.122 0.849 0.153 -0.72
N 0.3451 -0.0024 1.6039 -0.303 -0.133 -2.223 -0.31
N -0.0332 1.9085 -1.2858 2.888 -1.952 -2.412 -0.56
H 0.9968 0.9416 -3.4211 -0.156 0.391 0.579 0.29
H 1.1730 0.1057 -1.1026 -0.131 0.189 0.018 0.20
H -1.7182 0.3657 -0.1969 0.476 0.831 -0.696 0.35
H -1.5570 -1.1261 -0.9344 1.103 0.872 -1.082 0.31
H 0.2512 -1.6977 0.2126 0.537 -0.809 0.647 0.24
H -1.2094 -1.3333 1.3526 1.464 0.458 -2.351 0.35
H -0.5006 -1.2389 2.9820 1.037 -0.118 0.224 0.30
H 0.2303 0.1067 3.7735 0.764 -0.353 -0.941 0.27
H 1.3402 -1.1646 3.0474 0.141 -0.496 0.532 0.26
H 1.2163 0.2538 1.0980 -0.452 -0.142 1.489 0.22
H 0.8559 2.3881 -1.2724 -0.694 0.539 0.530 0.21
H -0.7782 2.1344 -0.7231 -1.218 0.800 1.714 0.20
```
Positions in Å, forces in eV/Å.

Output
net charge	0
multiplicity	1
frontier orbital gap	9.73	eV
calculated total energy	-382.37143	Eh
E_LUMO	0.0302	hartree
max |F|	4.36	eV/Å
HOMO	-8.9	eV
ΔE to the lowest compared entry with this formula, charge and spin	3.567	eV


2.
Computed, not measured: a 2-piece molecular cluster, C5H14NS overall in a non-equilibrium geometry, with ωB97M-V/def2-TZVPD.

```
21
Properties=species:S:1:pos:R:3:forces:R:3:mulliken_charge:R:1
C -1.3473 -1.6277 -0.7668 -0.472 0.930 -0.616 -1.20
C -1.6702 -0.1409 -0.3791 0.331 0.433 1.073 -0.09
C -1.5081 -0.0651 1.1739 0.172 0.341 -0.719 -0.42
C -1.3596 1.3294 1.7639 0.506 -0.240 0.202 -1.26
S 1.7062 -0.3312 -0.1525 0.682 -0.681 -0.267 0.22
C 3.4681 0.0791 -0.3364 -2.169 -0.286 1.096 -0.79
N -0.8463 0.8876 -0.9777 -0.272 -1.274 0.267 -0.15
H -0.9936 -1.7421 -1.7929 0.143 0.053 0.178 0.32
H -2.2542 -2.1888 -0.6717 -0.572 -0.326 0.056 0.39
H -0.6748 -1.9930 -0.0216 0.646 -0.478 0.037 0.41
H -2.6776 0.1177 -0.6864 -0.370 -0.081 -0.190 0.53
H -2.3227 -0.6741 1.5570 0.089 0.013 0.448 0.37
H -0.5481 -0.5295 1.3752 -0.109 -0.570 0.303 0.27
H -2.2125 1.9660 1.6449 -0.344 0.485 -0.374 0.36
H -1.1160 1.3369 2.8179 -0.358 -0.544 0.473 0.40
H 3.6681 0.4231 -1.3299 0.610 -0.015 -0.453 0.36
H 3.8031 -0.9524 -0.1120 0.236 -0.095 -0.495 0.33
H 3.7322 0.6705 0.5183 0.490 0.708 -0.127 0.33
H -0.4357 1.7570 1.3767 -0.254 0.464 -0.536 0.28
H 0.1480 0.6502 -0.7368 0.568 1.151 -0.048 0.03
H -1.0610 0.9847 -1.9642 0.445 0.012 -0.310 0.33
```
Positions in Å, forces in eV/Å.

Output
net charge	+1
multiplicity	1
frontier orbital gap	5.23	eV
calculated total energy	-651.41164	Eh
E_LUMO	-0.3298	hartree
max |F|	2.45	eV/Å
HOMO	-14.2	eV
ΔE to the lowest compared entry with this formula, charge and spin	5.466	eV


3.
Computed, not measured: C24H32IrNS as an isolated structure in a non-equilibrium geometry, with ωB97M-V/def2-TZVPD.

```
59
Properties=species:S:1:pos:R:3:forces:R:3:mulliken_charge:R:1
C 1.2218 -2.1386 1.2354 -0.254 -0.575 -0.370 0.46
C 1.6225 -1.2928 0.1523 0.119 -0.941 -0.144 0.77
C 0.6941 -1.4874 -0.9263 0.222 -0.499 -0.558 -0.07
C -0.3351 -2.3743 -0.4777 -0.316 -0.924 -0.701 0.94
C -0.0016 -2.7806 0.8673 0.183 -0.834 0.261 0.33
Ir -0.4144 -0.6797 0.7058 3.427 3.877 2.715 0.61
C -2.4342 1.3794 -0.6454 0.520 0.612 0.019 0.45
C -2.0232 0.8875 0.6321 -0.308 -2.616 0.833 -0.02
H -1.8308 1.6356 1.4395 -0.123 -0.672 -0.793 0.48
C -2.3196 -0.5718 1.1544 -3.189 2.743 -1.071 -1.62
H -3.0518 -1.0507 0.4591 0.493 0.043 1.083 0.46
H -2.5562 -0.5427 2.2348 -0.166 -0.542 -0.743 0.24
C -2.9300 2.8180 -0.7112 -1.391 -0.094 -0.138 -1.27
H -2.3877 3.5379 -0.0544 -0.365 -0.704 -0.261 0.35
H -2.9016 3.2429 -1.7500 -0.074 -0.507 0.881 0.31
H -4.0341 2.7717 -0.3764 1.466 0.481 -0.499 0.37
C -2.4517 0.5009 -1.8606 -0.485 -0.670 -0.191 -0.34
H -1.5952 -0.2223 -1.9450 -0.761 0.804 0.446 -0.29
H -3.3851 -0.1130 -1.7812 0.528 0.220 -0.483 0.36
H -2.4672 1.0652 -2.8155 -0.241 -0.198 0.660 0.38
C 2.8314 -0.4396 0.1033 0.407 0.143 0.203 -1.02
H 3.0075 0.0359 1.0724 0.139 -0.109 -0.075 0.38
H 3.7254 -1.0253 -0.1602 -0.233 0.128 0.039 0.34
H 2.6968 0.3699 -0.6253 0.108 -0.291 0.016 0.23
C 0.8848 -0.9723 -2.2915 0.266 0.383 -1.220 -1.12
H 0.9481 0.1224 -2.2771 -0.005 -0.373 -0.164 0.22
H 1.8347 -1.3374 -2.7440 -0.555 0.059 0.381 0.35
H 0.0637 -1.2564 -2.9730 0.390 0.101 0.347 0.32
C -1.4476 -2.9592 -1.2819 -0.215 -0.344 -0.077 -1.34
H -1.3834 -2.6538 -2.3284 -0.094 -0.053 0.146 0.31
H -1.4207 -4.0592 -1.2430 0.051 0.326 -0.075 0.41
H -2.4181 -2.6441 -0.8809 0.145 -0.112 -0.194 0.24
C -0.7621 -3.7574 1.7020 -0.051 -0.196 0.218 -1.51
H -1.7476 -3.9661 1.2683 0.241 0.085 0.133 0.41
H -0.2232 -4.7137 1.7920 -0.135 0.264 -0.062 0.33
H -0.9072 -3.3641 2.7177 -0.008 -0.171 -0.201 0.33
C 1.9343 -2.3538 2.5278 0.106 0.223 0.352 -1.38
H 1.2452 -2.2785 3.3818 0.188 -0.038 -0.199 0.33
H 2.3901 -3.3582 2.5662 -0.215 0.346 -0.142 0.33
H 2.7384 -1.6196 2.6653 -0.209 -0.185 0.012 0.35
C 1.7122 2.0092 -1.1498 -6.181 -2.161 2.550 0.19
C 0.3150 2.3521 -1.5370 -2.935 -1.479 -0.043 0.55
C 2.7553 2.7742 -1.5331 3.403 3.504 -4.093 -0.97
C 0.2300 2.5424 -2.8633 -1.781 1.248 -1.629 0.16
H -0.8497 2.1859 -1.0979 4.001 0.270 -0.233 -0.58
C 2.5847 3.1377 -2.9520 2.123 -0.260 3.279 -0.34
H 3.4640 3.1727 -0.7838 -0.038 0.111 -1.032 0.39
C 1.4181 2.9024 -3.6427 1.093 -0.778 -0.196 -0.85
H -0.7328 2.6406 -3.4851 1.202 -0.141 1.508 0.23
H 3.4736 3.5564 -3.3800 0.089 0.470 -0.597 0.40
H 1.4435 2.9695 -4.7317 -0.361 0.079 0.384 0.42
S 0.0187 0.8237 5.1298 0.509 -0.070 -1.374 -0.06
C 1.1738 1.6292 4.1029 0.474 0.721 0.980 -0.25
C 1.0280 1.2946 2.8071 -0.399 -0.469 -0.762 -0.71
N 0.0079 0.3672 2.5916 -0.780 -0.501 1.297 0.43
C -0.5892 0.0072 3.7443 0.837 0.756 -0.985 -0.27
H 1.9163 2.3428 4.5040 -0.699 -0.593 -0.199 0.41
H 1.6152 1.6719 1.9404 -0.633 -0.334 0.836 0.23
H -1.3937 -0.7340 3.8079 0.466 0.435 -0.076 0.22
```
Positions in Å, forces in eV/Å.

Output
net charge	+1
multiplicity	6
frontier orbital gap (alpha / beta)	5.46 / 6.50	eV
calculated total energy	-1490.35790	Eh
E_LUMO (alpha / beta)	-0.1010 / -0.1845	hartree
max |F|	7.03	eV/Å
HOMO (alpha / beta)	-8.2 / -11.5	eV
ΔE to the lowest compared entry with this formula, charge and spin	0.000	eV